[1]
ORCA calculation (ωB97M-V with the def2-TZVPD basis set) on C4H6IN as an isolated structure.

Geometry (Å):
H 0.7836 -2.6559 -0.6384
H 0.2189 2.8532 -0.0568
H -0.7640 -1.6740 -0.4538
C -1.2733 1.0380 0.2606
C -0.1750 1.8890 -0.2862
H 0.6056 -1.7976 1.0101
C 0.0911 0.6505 -0.1928
H -2.2121 0.8125 -0.3055
C 0.3836 -1.6823 -0.1016
N 0.9330 -0.4858 -0.5771
H -1.4586 1.1692 1.3313
I 2.8673 -0.1168 0.0102

Forces on the atoms, in the same order (eV/Å):
H -0.3 2.1 0.9
H 0.0 0.5 -0.6
H 2.4 0.0 1.4
C -1.2 -0.4 0.4
C 0.6 1.7 0.6
H -1.0 -0.2 -1.2
C 1.1 -3.4 -1.7
H 0.9 0.3 0.2
C -1.7 -3.8 -0.1
N -0.9 3.7 0.2
H -0.1 -0.5 0.0
I 0.1 -0.1 -0.1

Properties
Frontier orbital gap   8.327 eV
HOMO   -8.59 eV
Multiplicity   1
ΔE to the lowest compared entry with this formula, charge and spin   3.5571 eV

Charges computed using natural (NBO), reported in e: atom 1 (H): 0.21, atom 2 (H): 0.22, atom 3 (H): 0.23, atom 4 (C): -0.43, atom 5 (C): -0.24, atom 6 (H): 0.19, atom 7 (C): 0.17, atom 8 (H): 0.18, atom 9 (C): -0.44, atom 10 (N): -0.56, atom 11 (H): 0.18, atom 12 (I): 0.28

***

[2]
ORCA calculation (ωB97M-V with the def2-TZVPD basis set) on C35H59O19PS2Si as an isolated structure.

Geometry (Å):
C 3.0567 -2.2004 1.0298
C 8.1114 3.9408 1.2683
H -2.3856 5.8716 3.5138
H 1.0616 -1.4282 1.1433
C -4.5096 -3.1864 0.6248
O 3.8472 0.5469 2.9594
H -4.0332 -1.4929 -0.5978
C -7.8049 7.2745 0.2052
C 4.1555 -5.9219 -0.3639
H -0.4092 -4.7943 1.9914
H -7.7812 6.1822 0.1305
H -1.7355 -1.6299 -0.1618
P 2.2942 4.2357 -0.1206
H -1.4908 1.7291 -2.9145
C -1.9323 -1.0340 -3.1243
O -2.1061 -7.1060 3.5841
H -0.4635 -7.7991 -4.3952
H 2.9677 2.9974 0.2448
H -3.5582 0.5613 -4.8235
H 7.2379 2.0541 1.8992
O 5.8051 3.7197 -1.3738
O -0.6468 6.8007 -0.0315
H -0.0288 -0.0551 -3.3234
H 7.1481 5.5208 0.1494
C -5.6009 7.9574 -0.2568
H -7.3284 8.9679 -1.0174
H 1.0449 -6.6812 3.3509
H 8.2410 4.2368 2.3127
H 2.9846 -8.9622 0.1194
C 1.9837 -1.2443 0.5786
H 2.1687 4.4076 -1.5581
H 1.7502 -1.3304 -0.4859
H -5.5510 -2.8521 0.6041
H -2.7346 -5.1470 3.3565
H 4.7635 -5.5155 0.4490
H -8.8462 7.6088 0.1845
H 3.8360 -2.3379 0.2729
H 0.3646 -6.3764 -2.6965
H -3.8082 1.4791 -3.3178
H 2.6457 -3.1783 1.2971
H 8.7915 1.8959 1.0427
O 2.2573 -7.0510 0.4401
C 0.2284 -4.7969 -5.0116
C 0.5649 6.6026 2.8264
H 4.3511 -5.3897 -1.2977
C -0.6518 -5.4425 2.8376
O 7.1499 2.3455 -0.1353
O 0.6520 4.3366 0.5412
O -1.8139 -2.1378 2.5034
C -5.9052 8.0242 1.2092
H -5.0307 8.8309 -0.5814
H -3.7315 -3.0389 -1.4084
C -3.1670 0.7474 -3.8178
H -1.2968 -4.0548 -3.7324
H 0.2356 -7.1303 1.8080
C 3.3414 -7.9787 0.4386
C -6.9801 7.9390 -0.8658
Si -0.9718 6.9146 1.6895
O -7.2006 7.6594 1.4392
C 4.3516 -7.4084 -0.5222
H 0.3457 -4.0533 -2.9980
S 3.3487 5.7069 0.6390
H -2.4846 -6.0648 1.8508
C -0.5536 -6.0122 -3.1732
C -0.8587 -7.6601 3.5501
C 2.7083 -5.8341 0.0158
C 2.5531 0.0973 0.9650
C -1.7254 1.1836 -3.8367
H -7.0267 7.4219 -1.8279
O 3.6421 -1.5938 2.1809
H -2.4840 4.7546 1.9502
C -2.6100 -2.4366 1.6287
O -1.6523 -2.1268 -2.6601
H -0.4171 -4.8971 3.7598
O -3.9054 -2.8015 1.8587
H -0.5739 9.3649 2.4774
H -5.0513 7.0356 -0.4662
H -1.4829 1.8318 -4.6830
C 6.9047 4.5609 0.6106
O -3.1798 -0.4799 -3.0902
H 0.2682 6.9807 3.9055
C -0.3497 -4.5943 -3.6438
H 3.1911 0.5103 0.1788
H 5.3736 -7.7391 -0.3188
S -0.3397 5.2045 -0.5397
C -1.4752 8.7877 2.0045
O -1.7089 4.4189 -0.5178
H -1.7560 -3.4253 -0.0466
H -0.8380 -0.5041 -4.8664
H -1.3720 -6.1220 -2.4568
H -1.8391 -6.7317 -4.7701
H 1.7656 0.8042 1.2364
H -4.4860 -4.2786 0.5500
C -0.9833 -0.1288 -3.8496
O -0.0099 -6.0710 -5.4405
C 3.4004 -0.2503 2.1513
H 1.5293 7.1186 2.4034
C 0.0903 -6.7549 2.8247
C -0.7888 -6.7568 -4.4613
H 9.0168 4.2285 0.7202
O -5.1091 8.3231 2.0839
C 7.8592 2.4657 1.0968
H -3.4427 6.4778 2.0762
C 6.5503 3.5374 -0.4253
H -1.9341 9.2851 1.0487
C -2.4530 5.8629 2.3219
H 3.7350 -8.0575 1.4574
O -0.5786 -8.7530 4.0142
C -2.3057 -2.5034 0.1627
C -3.6849 -2.5219 -0.4463
H -2.3311 8.7607 2.8361
O 2.0305 -4.8202 -0.0100
O 0.7981 -3.9441 -5.6722
C -2.0934 -5.8788 2.8565
H 4.0975 -7.7052 -1.5471
H 6.0698 4.6664 1.3090
H 0.7194 5.4250 2.9126

Forces on the atoms, in the same order (eV/Å):
C -0.1 -0.8 -0.2
C 0.6 0.5 0.5
H 0.0 -0.1 -2.5
H 0.1 0.0 -0.1
C -0.6 -0.2 -0.3
O -0.5 -1.6 -1.0
H 0.0 -0.2 0.0
C -0.7 -0.3 -0.2
C 0.3 -0.1 -0.4
H -0.1 0.0 0.1
H 0.0 0.1 0.0
H 0.2 -0.4 0.2
P 0.6 2.3 1.4
H -0.1 0.0 -0.2
C 0.3 -1.6 0.4
O 0.5 -0.7 0.3
H 0.0 0.2 -0.3
H -1.4 0.5 -0.5
H 0.0 0.0 0.1
H 0.0 0.0 -0.1
O 1.1 -0.9 1.2
O 0.6 -3.3 1.3
H -0.1 -0.4 -0.2
H -0.4 -0.1 0.0
C -0.1 0.3 -0.4
H 0.0 -0.2 0.0
H -0.1 -0.4 -0.2
H 0.0 -0.1 -0.1
H -0.2 0.2 0.2
C -0.8 -0.1 -0.6
H -0.3 -0.8 1.0
H 0.0 -0.1 0.1
H 0.2 -0.1 0.3
H 0.0 -0.3 0.0
H -0.1 0.1 -0.1
H 0.2 -0.1 0.3
H 0.0 0.0 0.0
H -0.2 0.0 0.0
H 0.0 -0.3 0.0
H 0.3 0.4 0.1
H -0.3 -0.1 -0.1
O -0.2 1.0 -0.4
C 0.7 1.6 -1.1
C 0.3 -1.1 0.2
H -0.1 0.2 0.4
C 0.4 0.8 -0.2
O -0.5 0.5 -0.7
O 1.0 0.1 -1.5
O -1.6 -0.5 -0.9
C 1.4 0.3 1.6
H 0.2 -0.3 0.2
H 0.0 0.1 0.2
C -0.5 0.7 -0.3
H 0.3 0.0 0.0
H 0.1 -0.1 0.2
C 0.2 -0.8 0.2
C -0.2 0.2 -0.9
Si -0.6 1.7 2.0
O 0.7 0.3 0.3
C 0.7 -0.4 -0.5
H -0.3 0.2 -0.3
S -0.6 -0.9 -0.6
H 0.0 0.0 0.0
C -0.1 -0.2 0.9
C 0.4 -2.0 0.6
C -1.0 1.5 0.2
C -0.5 0.0 -0.2
C 0.4 0.8 -0.1
H -0.1 0.1 0.2
O 0.1 1.0 0.4
H -0.1 2.2 0.7
C 1.4 0.3 1.4
O -0.9 1.7 -0.5
H -0.1 0.0 -0.2
O 0.7 0.3 0.5
H -1.7 -0.8 -1.2
H 0.1 0.1 0.1
H -0.1 -0.1 0.1
C 0.4 0.3 0.1
O 0.6 -0.8 0.3
H 0.7 -0.6 -2.2
C 0.1 -0.2 0.4
H 0.0 0.1 0.1
H -0.2 0.0 0.0
S -4.6 -1.4 -1.2
C -0.7 0.0 0.6
O 4.9 2.9 0.4
H 0.1 0.1 0.0
H 0.1 -0.1 0.1
H 0.1 -0.1 -0.1
H 0.1 0.0 0.0
H 0.3 0.1 0.0
H 0.0 0.0 0.0
C 0.3 0.4 0.1
O 0.4 0.6 -0.2
C 1.1 1.2 1.4
H -1.8 -1.1 1.1
C 0.2 0.4 0.1
C -0.3 -0.7 0.1
H -0.1 -0.1 0.1
O -1.6 -0.5 -1.0
C 0.4 -0.5 0.6
H 2.0 -1.6 0.4
C -1.4 0.3 -1.3
H 1.0 -0.7 1.9
C -1.0 -0.1 0.7
H -0.1 0.0 -0.1
O -0.9 1.7 -0.5
C -0.2 0.3 -0.3
C -0.3 0.1 -0.8
H 1.8 0.1 -1.8
O 0.4 -1.9 0.0
O -0.7 -1.7 0.6
C -0.5 0.6 -0.1
H 0.1 0.0 0.2
H -0.1 0.1 -0.2
H 0.0 2.6 -0.1

Properties
Frontier orbital gap   9.076 eV
HOMO   -9.23 eV
Multiplicity   1

Atom charges from the Mulliken analysis, given in e for atoms 1 to 99: atom 1 (C): 0.09, atom 2 (C): -0.53, atom 3 (H): 0.28, atom 4 (H): 0.03, atom 5 (C): -0.47, atom 6 (O): -0.64, atom 7 (H): 0.22, atom 8 (C): -0.42, atom 9 (C): -0.29, atom 10 (H): -0.02, atom 11 (H): 0.27, atom 12 (H): 0.14, atom 13 (P): 0.41, atom 14 (H): 0.15, atom 15 (C): 0.42, atom 16 (O): -0.37, atom 17 (H): 0.37, atom 18 (H): 0.02, atom 19 (H): 0.28, atom 20 (H): 0.23, atom 21 (O): -0.60, atom 22 (O): -0.40, atom 23 (H): 0.23, atom 24 (H): 0.27, atom 25 (C): -0.21, atom 26 (H): 0.27, atom 27 (H): 0.36, atom 28 (H): 0.33, atom 29 (H): 0.33, atom 30 (C): -0.01, atom 31 (H): 0.13, atom 32 (H): 0.29, atom 33 (H): 0.35, atom 34 (H): 0.28, atom 35 (H): 0.27, atom 36 (H): 0.31, atom 37 (H): 0.09, atom 38 (H): -0.06, atom 39 (H): 0.35, atom 40 (H): -0.07, atom 41 (H): 0.31, atom 42 (O): -0.24, atom 43 (C): 0.38, atom 44 (C): -0.74, atom 45 (H): 0.30, atom 46 (C): -0.01, atom 47 (O): -0.35, atom 48 (O): -0.21, atom 49 (O): -0.61, atom 50 (C): 0.44, atom 51 (H): 0.29, atom 52 (H): 0.26, atom 53 (C): -0.55, atom 54 (H): -0.17, atom 55 (H): -0.01, atom 56 (C): -0.52, atom 57 (C): -0.54, atom 58 (Si): 0.63, atom 59 (O): -0.36, atom 60 (C): -0.58, atom 61 (H): 0.08, atom 62 (S): -0.41, atom 63 (H): 0.12, atom 64 (C): -0.15, atom 65 (C): 0.23, atom 66 (C): 0.30, atom 67 (C): -0.29, atom 68 (C): -0.33, atom 69 (H): 0.33, atom 70 (O): -0.37, atom 71 (H): 0.28, atom 72 (C): 0.36, atom 73 (O): -0.41, atom 74 (H): 0.21, atom 75 (O): -0.38, atom 76 (H): 0.31, atom 77 (H): 0.20, atom 78 (H): 0.33, atom 79 (C): -0.13, atom 80 (O): -0.37, atom 81 (H): 0.31, atom 82 (C): 0.42, atom 83 (H): 0.13, atom 84 (H): 0.32, atom 85 (S): 0.64, atom 86 (C): -0.90, atom 87 (O): -0.56, atom 88 (H): -0.07, atom 89 (H): 0.33, atom 90 (H): 0.36, atom 91 (H): 0.24, atom 92 (H): 0.30, atom 93 (H): 0.24, atom 94 (C): -0.40, atom 95 (O): -0.37, atom 96 (C): 0.45, atom 97 (H): 0.15, atom 98 (C): 0.02, atom 99 (C): -0.49

***

[3]
ORCA calculation (ωB97M-V with the def2-TZVPD basis set) on C33H36BCl3F4GdN4PSi2 as an isolated structure.

Geometry (Å):
C 3.6688 0.4375 -1.1085
H -3.8345 -1.0996 5.2306
H 4.5639 2.6387 3.5910
H 5.4972 1.6637 -3.4932
H -7.2842 -1.3064 -2.3293
Gd -0.0222 0.3774 -0.8625
C 4.1760 3.4039 2.9179
F -1.5665 4.5492 0.2626
H -2.0222 -4.5254 -0.5707
C -2.3112 -1.1837 -2.4010
Cl 1.0327 -0.8093 -4.5034
H 4.8477 3.5053 2.0660
H 5.7515 -2.0167 -1.2891
H -2.0796 -2.4764 0.7266
N 1.2175 2.0099 1.4316
Si 5.4518 0.4472 -1.3396
C -2.4547 -0.5330 3.6894
B -0.7421 4.1270 -0.7995
H -2.6092 -0.2794 -2.9303
H 3.7371 -2.3732 1.9928
H -4.8173 2.5580 -0.4858
Cl 1.2895 2.4495 -4.4570
C -2.2870 -0.2024 2.3496
F -0.6717 2.6666 -0.6996
H 6.9727 0.6940 -3.2825
H 1.4910 -5.9559 1.3264
C -3.3821 -0.1916 1.4852
F -1.2999 4.4537 -2.0213
H 5.6469 2.7595 -0.4514
C -4.6395 -0.5036 1.9952
H -0.3323 -0.6408 1.9693
H -4.9621 -1.5871 -1.4948
H 7.2726 -1.1737 -0.9237
H -5.4961 -0.5004 1.3327
C 0.6039 -4.1545 0.6257
C 1.8614 -2.1560 1.0196
C -4.7605 0.4547 -0.8962
H -5.7968 -1.0653 3.7091
H -0.3385 3.4011 1.9363
C 6.2187 1.8377 -0.3296
P -3.0450 0.2832 -0.2541
C -1.9386 -3.5411 -2.4385
C 2.7587 -4.2782 1.7450
H 5.4397 -0.0735 -3.7524
C -5.4591 -0.6242 -1.4359
C 0.6887 -2.7454 0.4677
C 5.8880 0.7087 -3.1377
Cl -1.6090 1.0574 -5.2063
C -4.8093 -0.8236 3.3351
C 2.8616 -2.8931 1.6156
C -2.3738 -1.2046 -0.9946
C -7.3657 0.7855 -1.8455
H 7.2506 2.0249 -0.6413
C -3.7125 -0.8418 4.1852
H 1.9877 -1.0829 0.9308
C 2.4988 2.0198 1.7012
Si -0.0093 0.9109 -3.8180
H 3.5416 -4.8606 2.2150
H 4.1403 4.3525 3.4499
H 6.0007 -1.3248 0.3068
H -0.6090 0.9566 2.2417
N -0.2321 -1.9168 -0.0912
C -2.0008 -2.3018 -3.1412
H -1.5857 -0.5487 4.3371
C -5.3716 1.7052 -0.8630
C -6.6703 1.8694 -1.3252
C 1.6840 3.7880 2.7092
H -7.1320 2.8492 -1.2965
N 2.8412 3.0777 2.4695
H -8.3742 0.9161 -2.2207
H 6.2309 1.5791 0.7329
N -0.9911 0.1186 1.8195
C 0.6944 3.1171 2.0592
C 6.1900 -1.1716 -0.7576
C 1.6120 -4.8792 1.2450
F 0.5398 4.6363 -0.6553
H -1.9428 -2.2508 -4.2196
H -0.2456 -4.6844 0.2329
C 2.4472 0.4078 -0.9957
H 3.2151 1.3125 1.3124
H -2.0017 -4.4719 -2.9967
H 1.6909 4.7126 3.2592
C -6.7548 -0.4606 -1.9063
C -1.9083 -3.5795 -1.0870
C -1.6506 -2.3299 -0.2791

Forces on the atoms, in the same order (eV/Å):
C -0.2 0.0 0.0
H 0.0 0.0 0.0
H 0.0 0.0 0.0
H 0.0 0.0 0.0
H 0.0 0.0 0.0
Gd -0.4 -0.3 0.8
C 0.0 0.1 0.0
F 0.1 0.0 0.0
H 0.0 0.0 0.0
C 0.0 0.1 0.0
Cl 0.1 0.0 -0.2
H 0.0 0.0 0.0
H 0.0 0.0 0.0
H 0.0 0.0 0.0
N 0.0 -0.1 -0.1
Si -0.1 0.0 0.0
C 0.0 0.0 0.0
B -0.2 0.1 0.1
H 0.0 0.0 0.0
H 0.0 0.0 0.0
H 0.0 0.0 0.0
Cl 0.0 0.1 -0.1
C 0.1 -0.1 0.1
F 0.1 0.0 -0.1
H 0.0 0.0 0.0
H 0.0 0.0 0.0
C 0.1 0.0 -0.1
F 0.0 0.0 0.0
H 0.0 0.0 0.0
C -0.1 0.0 0.0
H 0.0 0.0 -0.1
H 0.0 0.0 0.0
H 0.0 -0.1 0.0
H 0.0 0.0 0.0
C 0.0 0.0 0.1
C 0.1 0.0 0.0
C -0.1 -0.3 0.0
H 0.0 0.0 0.0
H 0.0 0.0 0.0
C 0.1 0.0 0.1
P -0.3 0.1 0.1
C 0.0 0.0 0.0
C 0.0 0.0 0.0
H 0.0 0.0 0.0
C 0.0 0.0 0.0
C -0.2 0.2 0.2
C 0.1 0.0 -0.1
Cl 0.0 0.0 -0.1
C 0.1 0.0 0.0
C 0.0 0.0 0.0
C 0.4 0.3 0.1
C 0.0 0.0 0.0
H 0.0 0.0 0.0
C 0.0 0.0 0.0
H 0.0 0.0 0.0
C 0.0 0.0 -0.1
Si 0.1 -0.2 0.1
H 0.0 0.0 0.0
H 0.0 0.0 0.0
H 0.0 0.0 0.0
H 0.0 0.0 0.1
N 0.2 0.0 -0.4
C 0.0 0.0 -0.1
H 0.0 0.0 0.0
C 0.0 0.0 0.0
C 0.0 0.0 0.0
C 0.1 0.0 0.0
H 0.0 0.0 0.0
N 0.0 0.0 0.1
H 0.0 0.0 0.0
H 0.0 0.0 0.0
N -0.1 0.3 -0.1
C 0.0 0.0 -0.1
C 0.2 0.0 0.0
C 0.0 0.0 0.0
F 0.1 0.0 0.0
H 0.0 0.0 0.0
H 0.0 0.0 0.0
C 0.2 -0.1 -0.3
H 0.0 0.0 0.0
H 0.0 0.0 0.0
H 0.0 0.0 0.0
C 0.0 0.0 0.0
C 0.1 0.1 0.0
C -0.1 -0.1 0.1

Properties
Frontier orbital gap (spin up / spin down)   4.846 / 5.148 eV
HOMO (spin up / spin down)   -1.00 / -1.17 eV
Multiplicity   8
ΔE to the lowest compared entry with this formula, charge and spin   0.8397 eV
Total charge   -2

Charges computed using Mulliken, reported in e: atom 1 (C): -0.64, atom 2 (H): 0.34, atom 3 (H): 0.30, atom 4 (H): 0.31, atom 5 (H): 0.39, atom 6 (Gd): 0.35, atom 7 (C): -0.77, atom 8 (F): -0.42, atom 9 (H): 0.67, atom 10 (C): -0.11, atom 11 (Cl): -0.34, atom 12 (H): 0.25, atom 13 (H): 0.32, atom 14 (H): 0.30, atom 15 (N): 0.52, atom 16 (Si): -0.26, atom 17 (C): -0.38, atom 18 (B): 0.35, atom 19 (H): 0.72, atom 20 (H): 0.32, atom 21 (H): 0.46, atom 22 (Cl): -0.37, atom 23 (C): -0.61, atom 24 (F): 0.38, atom 25 (H): 0.29, atom 26 (H): 0.33, atom 27 (C): 0.54, atom 28 (F): -0.38, atom 29 (H): 0.30, atom 30 (C): -0.68, atom 31 (H): 0.15, atom 32 (H): 0.34, atom 33 (H): 0.31, atom 34 (H): 0.35, atom 35 (C): -0.59, atom 36 (C): 0.47, atom 37 (C): -0.19, atom 38 (H): 0.41, atom 39 (H): 0.41, atom 40 (C): -1.01, atom 41 (P): 1.64, atom 42 (C): -0.70, atom 43 (C): -0.59, atom 44 (H): 0.30, atom 45 (C): 0.00, atom 46 (C): 0.21, atom 47 (C): -0.98, atom 48 (Cl): -0.40, atom 49 (C): -0.72, atom 50 (C): -0.83, atom 51 (C): -1.80, atom 52 (C): -0.43, atom 53 (H): 0.35, atom 54 (C): -0.69, atom 55 (H): 0.35, atom 56 (C): -0.91, atom 57 (Si): 0.58, atom 58 (H): 0.37, atom 59 (H): 0.29, atom 60 (H): 0.27, atom 61 (H): 0.13, atom 62 (N): 0.44, atom 63 (C): -0.99, atom 64 (H): 0.47, atom 65 (C): -0.41, atom 66 (C): -0.60, atom 67 (C): -0.69, atom 68 (H): 0.38, atom 69 (N): 0.21, atom 70 (H): 0.35, atom 71 (H): 0.29, atom 72 (N): 0.19, atom 73 (C): -0.54, atom 74 (C): -0.99, atom 75 (C): -0.73, atom 76 (F): -0.37, atom 77 (H): 0.51, atom 78 (H): 0.17, atom 79 (C): 0.63, atom 80 (H): 0.38, atom 81 (H): 0.41, atom 82 (H): 0.39, atom 83 (C): -0.74, atom 84 (C): -1.02, atom 85 (C): 0.69

***

[4]
ORCA calculation (ωB97M-V with the def2-TZVPD basis set) on one molecule with the formula C3H4OS.

Geometry (Å):
H 0.3982 -0.9640 -1.1409
O -2.1764 -1.6499 -2.1072
C -0.4332 -0.5188 -0.5198
C -0.0277 0.5600 0.6186
H 1.9838 -0.0102 0.5001
C 1.3023 0.6058 0.9431
S -1.9981 -0.6077 -1.0036
H -0.6186 1.3724 1.0066
H 1.5697 1.2124 1.7032

Forces on the atoms, in the same order (eV/Å):
H -1.0 0.6 0.9
O 0.8 0.2 0.6
C 5.7 2.4 3.1
C 1.4 -2.8 -3.4
H 1.8 -1.6 -1.0
C -4.0 -0.5 -1.2
S -4.9 0.1 -1.3
H -0.9 -0.5 0.1
H 1.2 2.1 2.2

Properties
Frontier orbital gap (spin up / spin down)   8.146 / 7.985 eV
HOMO (spin up / spin down)   -7.08 / -10.49 eV
Multiplicity   3
ΔE to the lowest compared entry with this formula, charge and spin   1.6323 eV

Charges computed using natural (NBO), reported in e: atom 1 (H): 0.23, atom 2 (O): -0.67, atom 3 (C): -0.46, atom 4 (C): -0.23, atom 5 (H): 0.19, atom 6 (C): -0.32, atom 7 (S): 0.84, atom 8 (H): 0.22, atom 9 (H): 0.19

***

Short version: total energy = -13831.6012, -114992.1759, -135770.4339, -16053.6436 eV, in the order given.